No. 1
{"formula": "C8H16Cl8", "method": "wB97M-V/def2-TZVPD", "symbols": ["Cl", "H", "H", "C", "Cl", "H", "H", "H", "C", "H", "H", "Cl", "H", "H", "C", "H", "C", "C", "C", "H", "C", "Cl", "H", "H", "H", "Cl", "Cl", "H", "Cl", "H", "Cl", "C"], "positions_angstrom": [[-6.007419, -0.521660, 0.679596], [1.571968, -4.915579, 0.008733], [0.120336, -4.834282, 0.965243], [1.058512, -4.325133, 0.770215], [2.257156, 0.722822, 1.959215], [-5.029099, 1.542525, 0.995362], [-4.612506, 0.481740, 2.348676], [-0.881123, 2.659121, -2.589867], [3.318833, 1.297106, 0.659374], [4.255234, 0.750961, 0.792698], [-0.337760, 0.956528, -0.781212], [-2.055741, 1.020469, 1.425211], [4.003804, 3.091372, -0.248105], [2.975579, 0.893588, -0.293907], [0.941948, -2.920411, 0.229581], [-3.344539, 0.362500, -0.417314], [-3.405762, 0.117235, 0.640250], [0.183647, 1.001399, -1.744211], [3.500414, 2.803866, 0.672030], [-3.161010, -0.932960, 0.764190], [-0.682091, 1.611817, -2.805456], [2.082443, -4.351306, 2.262613], [1.945026, -2.508727, 0.109099], [4.063051, 3.107702, 1.547875], [-0.127957, 1.595247, -3.747102], [-2.241937, 0.816348, -3.003242], [0.923767, -0.541123, -2.057835], [0.966829, 1.707631, -1.461856], [1.933724, 3.679824, 0.671160], [0.614988, -2.995750, -0.810422], [-0.117761, -1.913325, 1.192691], [-4.712547, 0.540448, 1.266713]], "forces_ev_per_a": [[-0.202, -0.279, 0.058], [0.179, -0.024, 0.201], [-0.138, 0.296, 0.267], [0.666, -0.133, -0.114], [-0.093, -0.061, 0.007], [0.335, 0.109, -0.029], [-0.327, -0.156, -0.006], [0.021, -0.050, 0.294], [0.231, -0.567, -0.186], [0.233, 0.524, 0.241], [-0.298, -0.474, -0.295], [-0.149, 0.072, -0.018], [0.174, 0.117, 0.127], [-0.542, 0.363, 0.034], [0.474, -0.918, -0.725], [-0.140, -0.036, 0.013], [0.534, 0.390, -0.308], [-0.322, 1.451, 1.902], [-0.174, -0.463, -0.253], [-0.275, -0.062, 0.158], [0.844, 0.142, -0.575], [-0.399, -0.133, -0.359], [-0.101, 0.345, 0.593], [-0.047, 0.169, 0.011], [-0.351, -0.144, -0.113], [-0.276, -0.296, -0.120], [0.159, -0.539, -0.534], [0.266, 0.037, -0.577], [0.220, -0.106, -0.048], [-0.632, 0.120, 0.239], [-0.109, 0.311, -0.030], [0.238, -0.005, 0.146]], "relative_energy_kcal_mol": 9.2, "smiles": "ClCCCl.ClCCCl.ClCCCl.ClCCCl", "homo_ev": -10.51, "energy_ha": -3995.96207, "fmax_ev_per_a": 2.41, "total_charge": 0}



No. 2
{"formula": "C8H16Cl8", "method": "wB97M-V/def2-TZVPD", "symbols": ["H", "C", "H", "H", "H", "Cl", "H", "H", "Cl", "H", "Cl", "Cl", "Cl", "H", "H", "Cl", "H", "C", "C", "C", "C", "H", "C", "C", "H", "C", "H", "H", "H", "Cl", "H", "Cl"], "positions_angstrom": [[-0.950074, 0.899332, -4.810087], [-1.316784, -2.612748, 3.668683], [-0.767344, -3.342328, 4.263603], [-3.225204, -2.843438, 4.755883], [-0.888774, -0.729988, -5.499777], [0.400726, 5.532772, 0.012073], [-0.636554, 3.043732, 0.056933], [3.743816, -0.726188, -0.832647], [0.362126, -0.867508, 0.985193], [2.582516, -1.508918, 1.477813], [-3.001034, -0.312028, -4.719957], [-0.924224, 0.476302, -1.925937], [0.977886, 2.527422, 1.786523], [2.285756, 0.069722, -1.254357], [-2.252834, -1.663568, 5.462173], [1.944276, -2.146748, -1.509737], [2.200356, 4.137862, -0.381267], [2.152806, -0.718828, 0.862013], [2.667056, -0.766368, -0.668137], [0.428436, 2.816122, 0.102593], [-0.599854, -0.644398, -3.261107], [0.677446, 1.883222, -0.403157], [-1.207254, -0.145578, -4.636557], [-2.546634, -2.035978, 4.480803], [0.949816, 3.891492, -1.632987], [1.137986, 3.974772, -0.562587], [2.503416, 0.174752, 1.378423], [-1.105734, -1.548298, -2.921797], [0.479976, -0.784518, -3.310597], [-3.380634, -0.758448, 3.488583], [-0.731624, -1.776488, 3.286133], [-1.959844, -3.495148, 2.263263]], "forces_ev_per_a": [[-0.124, -0.074, 0.102], [-1.779, 0.725, 0.688], [0.104, 0.332, 0.017], [-0.307, 0.080, -0.656], [0.432, -0.101, 0.381], [0.101, -0.243, -0.241], [0.042, -0.421, 0.295], [-0.003, -0.477, 0.595], [0.843, 0.210, -0.045], [-0.123, -0.403, -0.508], [0.351, 0.187, 0.339], [-0.071, 0.491, -0.141], [-0.258, 0.411, -0.019], [-0.171, 0.298, 0.506], [0.308, 0.657, -0.341], [0.377, -0.598, -0.050], [-0.115, -0.639, 0.087], [0.896, -0.220, -1.137], [-1.280, 0.647, 1.190], [0.892, -0.028, 0.002], [-1.057, 0.059, -1.270], [-0.280, 0.176, -0.111], [0.222, -0.369, 0.915], [0.932, -0.632, -0.499], [0.021, 0.207, 0.006], [-0.344, 0.704, 0.140], [-0.411, 0.383, -0.451], [0.308, -0.166, -0.421], [-0.231, -0.009, -0.204], [0.383, -0.713, 0.823], [0.216, -0.325, 0.206], [0.126, -0.150, -0.200]], "relative_energy_kcal_mol": 23.2, "smiles": "ClCCCl.ClCCCl.ClCCCl.ClCCCl", "homo_ev": -10.52, "energy_ha": -3995.93966, "fmax_ev_per_a": 2.04, "total_charge": 0}



No. 3
{"formula": "C8H16ClFN4O4", "method": "wB97M-V/def2-TZVPD", "symbols": ["C", "H", "H", "N", "H", "C", "C", "H", "Cl", "O", "H", "N", "H", "C", "H", "N", "O", "H", "H", "H", "H", "C", "O", "H", "F", "O", "C", "H", "H", "H", "C", "H", "N", "C"], "positions_angstrom": [[2.518066, -0.194679, 1.807651], [-1.398536, -2.410735, -1.609819], [-1.419277, -1.671650, 0.020792], [-1.743973, 2.001306, 1.973546], [-1.656689, 3.000152, 2.058332], [0.464432, -0.152305, -2.315914], [0.633072, -2.143415, -0.766959], [2.804502, -1.100036, 1.251019], [-2.848325, 2.318073, -2.714959], [-3.979484, 2.915562, -2.062927], [2.653908, 0.293958, 3.953672], [-0.606869, 0.750082, 0.232495], [0.833247, -0.795721, -3.122880], [-0.713310, 1.282954, 1.434256], [0.743447, 0.904162, -2.448526], [0.568755, 0.114109, 0.196523], [-3.228995, 1.778545, -3.987677], [1.133175, -2.590411, 0.108253], [-1.334826, 0.797568, -0.500017], [2.152236, -0.644850, -1.011832], [-0.630524, -0.226022, -2.272936], [1.161786, 0.308648, 1.352370], [-1.794222, 3.286492, -2.875413], [3.250868, 0.614739, 1.664219], [3.143936, -1.679785, 3.604716], [-2.346083, 1.224049, -1.877497], [2.372873, -0.557432, 3.317205], [-1.020445, -3.377141, -0.164189], [-2.593896, 1.511659, 2.203411], [0.961431, -2.697767, -1.663587], [1.051698, -0.654182, -0.969222], [1.333824, -0.830744, 3.553836], [0.385159, 1.032766, 2.181334], [-0.895731, -2.385624, -0.632471]], "forces_ev_per_a": [[-0.819, -0.127, 0.167], [0.136, 0.138, 0.365], [0.242, -0.146, -0.222], [-0.469, -0.376, -0.651], [-0.190, -0.201, 0.084], [0.061, 0.354, 1.208], [-0.463, 0.005, -0.116], [0.041, 0.399, 0.185], [-0.386, 0.871, -0.536], [0.165, -0.169, 0.105], [0.116, -0.450, -0.120], [-0.896, 0.189, 0.270], [0.027, 0.328, 0.217], [0.771, 0.679, 2.314], [-0.181, -0.392, -0.342], [0.852, -0.348, -1.568], [0.137, -0.150, 0.214], [-0.001, 0.303, -0.271], [0.031, 0.255, -0.874], [-0.420, 0.516, 0.389], [0.342, 0.137, -0.300], [0.706, 0.511, 1.715], [0.082, -0.191, 0.156], [-0.128, -0.438, -0.055], [0.155, 0.470, -0.061], [0.257, -0.738, 0.641], [-0.339, -0.074, -0.274], [-0.108, 0.369, -0.275], [-0.056, 0.485, -0.237], [0.123, 0.206, 0.441], [-0.553, -1.736, -1.045], [0.345, 0.147, -0.135], [0.149, -0.414, -1.505], [0.271, -0.412, 0.117]], "relative_energy_kcal_mol": 16.7, "homo_ev": -9.10, "energy_ha": -1394.17972, "fmax_ev_per_a": 2.53, "total_charge": 0}



No. 4
{"formula": "C8H16ClO20S4Ti", "method": "wB97M-V/def2-TZVPD", "symbols": ["H", "H", "C", "C", "Cl", "O", "H", "H", "O", "O", "O", "C", "O", "H", "O", "H", "C", "O", "H", "Ti", "H", "C", "O", "O", "O", "S", "H", "H", "S", "O", "H", "O", "H", "O", "C", "S", "H", "C", "O", "O", "H", "O", "H", "O", "O", "S", "C", "O", "H", "O"], "positions_angstrom": [[-23.900814, -0.428246, 25.554231], [-28.968211, 6.144082, 20.880573], [-19.911436, 3.787871, 24.549123], [-27.786721, 4.345309, 21.160610], [-24.738616, 4.693733, 29.403881], [-26.415912, 4.698761, 20.950287], [-23.348533, -0.027891, 23.850057], [-22.931716, 9.042120, 27.098381], [-24.637410, 1.254000, 24.749784], [-25.091176, 5.939733, 30.034568], [-26.293831, 0.260853, 23.488853], [-23.083288, 7.026861, 26.349790], [-24.770072, 8.625113, 26.630256], [-28.123238, 4.017031, 20.178545], [-27.455176, 6.394937, 22.249904], [-19.197163, 4.566419, 24.305180], [-25.418899, -0.784204, 23.876720], [-21.070777, 4.261841, 25.287650], [-22.602615, 7.448350, 25.468257], [-25.823367, 4.452362, 25.752093], [-20.607814, 4.012476, 22.486190], [-20.492748, 3.244103, 23.256684], [-23.477588, 3.794498, 25.191997], [-24.836889, 1.849938, 22.342953], [-26.548880, 2.681214, 24.016539], [-22.212929, 3.118341, 25.114908], [-23.695237, 7.900240, 28.306115], [-22.436375, 6.381811, 26.936619], [-25.545056, 7.474101, 25.787603], [-26.701581, 7.033251, 26.532634], [-19.922423, 2.436941, 22.795388], [-24.300196, 6.407909, 25.943714], [-19.564381, 3.022130, 25.243307], [-23.372508, 4.720344, 28.994429], [-23.568419, 8.170534, 27.260011], [-25.981150, 5.860521, 22.024136], [-25.925886, -1.413771, 24.601914], [-24.169192, -0.078166, 24.565271], [-25.039310, 3.597195, 30.276947], [-21.919171, 1.948935, 25.887435], [-29.276405, 5.365749, 22.385939], [-25.220212, 6.854167, 21.346222], [-27.767944, 3.515579, 21.873053], [-21.831857, 2.855134, 23.533975], [-25.551805, 4.543729, 28.186990], [-25.589970, 1.701581, 23.565079], [-28.477478, 5.582941, 21.678285], [-25.667854, 7.977087, 24.440310], [-25.071171, -1.335033, 23.007576], [-25.435767, 5.217072, 23.185418]], "forces_ev_per_a": [[0.079, -0.228, -0.122], [0.373, 0.144, -0.097], [-0.581, -0.733, 0.542], [0.721, -1.011, -0.147], [-1.304, 0.290, 0.116], [0.666, 1.351, 0.712], [0.240, -0.266, 0.323], [0.331, -0.229, 0.646], [-0.206, 1.566, 0.363], [0.143, -0.135, -0.220], [-0.826, 0.759, -0.173], [-0.139, 1.315, 0.832], [-1.346, -0.652, -0.394], [-0.325, -0.024, 0.216], [0.173, 0.177, 0.743], [-0.102, 0.247, 0.639], [1.406, 0.060, 0.880], [-0.753, -0.130, -0.192], [0.159, -0.223, -0.041], [0.657, 0.110, 0.361], [0.283, 0.169, 0.235], [-0.097, 0.413, -0.847], [0.842, -0.764, -0.079], [-0.889, 0.499, 1.418], [1.132, -0.732, -0.118], [0.655, 0.981, -1.036], [-0.269, -0.085, -0.064], [-0.271, -0.580, -0.339], [0.860, 1.433, 0.448], [1.166, -0.137, -0.892], [-0.080, -0.209, 0.401], [-1.496, -0.543, -0.362], [0.927, -0.128, -0.616], [1.022, -0.137, -0.109], [0.605, 0.503, -1.088], [0.030, -0.690, -1.294], [-0.218, -0.057, -0.204], [-1.008, -0.011, -1.204], [0.393, 0.099, -0.240], [-0.240, 0.903, -0.598], [0.399, -0.052, 0.409], [-0.279, -0.579, 0.449], [-0.427, 0.105, -0.044], [-1.145, -0.674, 1.625], [-0.336, -0.067, -0.702], [0.545, -1.531, -0.933], [-0.766, 0.175, -0.498], [0.047, -0.868, 1.391], [-0.235, -0.113, -0.043], [-0.512, 0.291, -0.054]], "relative_energy_kcal_mol": 0.0, "homo_ev": [-5.44, -9.09], "energy_ha": -4721.18923, "fmax_ev_per_a": 2.10, "spin_multiplicity": 4, "total_charge": 0}



What did the third record say?
{"formula": "C8H16ClFN4O4", "method": "wB97M-V/def2-TZVPD", "symbols": ["C", "H", "H", "N", "H", "C", "C", "H", "Cl", "O", "H", "N", "H", "C", "H", "N", "O", "H", "H", "H", "H", "C", "O", "H", "F", "O", "C", "H", "H", "H", "C", "H", "N", "C"], "positions_angstrom": [[2.518066, -0.194679, 1.807651], [-1.398536, -2.410735, -1.609819], [-1.419277, -1.671650, 0.020792], [-1.743973, 2.001306, 1.973546], [-1.656689, 3.000152, 2.058332], [0.464432, -0.152305, -2.315914], [0.633072, -2.143415, -0.766959], [2.804502, -1.100036, 1.251019], [-2.848325, 2.318073, -2.714959], [-3.979484, 2.915562, -2.062927], [2.653908, 0.293958, 3.953672], [-0.606869, 0.750082, 0.232495], [0.833247, -0.795721, -3.122880], [-0.713310, 1.282954, 1.434256], [0.743447, 0.904162, -2.448526], [0.568755, 0.114109, 0.196523], [-3.228995, 1.778545, -3.987677], [1.133175, -2.590411, 0.108253], [-1.334826, 0.797568, -0.500017], [2.152236, -0.644850, -1.011832], [-0.630524, -0.226022, -2.272936], [1.161786, 0.308648, 1.352370], [-1.794222, 3.286492, -2.875413], [3.250868, 0.614739, 1.664219], [3.143936, -1.679785, 3.604716], [-2.346083, 1.224049, -1.877497], [2.372873, -0.557432, 3.317205], [-1.020445, -3.377141, -0.164189], [-2.593896, 1.511659, 2.203411], [0.961431, -2.697767, -1.663587], [1.051698, -0.654182, -0.969222], [1.333824, -0.830744, 3.553836], [0.385159, 1.032766, 2.181334], [-0.895731, -2.385624, -0.632471]], "forces_ev_per_a": [[-0.819, -0.127, 0.167], [0.136, 0.138, 0.365], [0.242, -0.146, -0.222], [-0.469, -0.376, -0.651], [-0.190, -0.201, 0.084], [0.061, 0.354, 1.208], [-0.463, 0.005, -0.116], [0.041, 0.399, 0.185], [-0.386, 0.871, -0.536], [0.165, -0.169, 0.105], [0.116, -0.450, -0.120], [-0.896, 0.189, 0.270], [0.027, 0.328, 0.217], [0.771, 0.679, 2.314], [-0.181, -0.392, -0.342], [0.852, -0.348, -1.568], [0.137, -0.150, 0.214], [-0.001, 0.303, -0.271], [0.031, 0.255, -0.874], [-0.420, 0.516, 0.389], [0.342, 0.137, -0.300], [0.706, 0.511, 1.715], [0.082, -0.191, 0.156], [-0.128, -0.438, -0.055], [0.155, 0.470, -0.061], [0.257, -0.738, 0.641], [-0.339, -0.074, -0.274], [-0.108, 0.369, -0.275], [-0.056, 0.485, -0.237], [0.123, 0.206, 0.441], [-0.553, -1.736, -1.045], [0.345, 0.147, -0.135], [0.149, -0.414, -1.505], [0.271, -0.412, 0.117]], "relative_energy_kcal_mol": 16.7, "homo_ev": -9.10, "energy_ha": -1394.17972, "fmax_ev_per_a": 2.53, "total_charge": 0}



What is the formula in the first record? C8H16Cl8